1.
Below is C8H8N4 in the gas phase at a distorted geometry, with properties calculated with the ωB97M-V functional and the def2-TZVPD basis.

Results
LUMO level   -0.8038 eV
ΔE to the lowest compared entry with this formula, charge and spin   584.92 kJ/mol
SMILES   Cc1nnc2ccnc(C)c2n1
E_HOMO   -8.871 eV
Frontier orbital gap   0.296 hartree
Total charge   0

Each line ends with the natural charge from an NBO analysis.
CARTESIAN COORDINATES (ANGSTROEM)
C  1.97454  2.31915  1.71494  -0.65
C  1.30146  1.56457  0.63130  0.37
N  0.74089  2.53094  -0.44449  -0.15
N  -0.04393  1.77891  -1.26144  -0.17
C  -0.37496  0.47653  -1.10554  0.07
C  -1.35816  0.22038  -2.16269  -0.21
C  -1.97504  -1.03970  -1.89431  0.01
N  -1.73218  -1.85886  -0.81236  -0.44
C  -0.70050  -1.57397  0.07623  0.29
C  -0.07182  -2.88402  0.82271  -0.66
C  -0.14238  -0.19147  -0.02148  0.07
N  0.72075  0.43614  0.83541  -0.43
H  2.33976  1.66749  2.37474  0.22
H  2.78375  3.04675  1.22825  0.24
H  1.08395  2.83306  2.39557  0.24
H  -1.73811  1.13922  -2.69433  0.27
H  -2.88044  -1.26948  -2.42092  0.19
H  -0.22365  -2.57280  2.01103  0.25
H  -0.66914  -3.83163  0.17463  0.27
H  0.96521  -2.79123  0.55276  0.22

***

2.
Below is a molecular structure, C8H8O5P at a distorted geometry, with properties calculated with the ωB97M-V functional and the def2-TZVPD basis.

Results
LUMO level   -4.4747 eV
ΔE to the lowest compared entry with this formula, charge and spin   368.56 kJ/mol
E_HOMO   -12.109 eV
Frontier orbital gap   0.281 hartree
Total charge   +1

Each line ends with the natural charge from an NBO analysis.
CARTESIAN COORDINATES (ANGSTROEM)
C  -2.86231  -0.06657  -1.34472  -0.14
C  -1.64123  -0.29885  -0.68893  0.11
C  -1.80722  -1.66982  0.28798  0.13
C  -1.75705  -0.06742  0.73491  -0.02
C  -3.81676  0.24495  -0.32533  0.28
C  -3.09038  0.26936  0.98488  0.43
C  2.77660  0.47126  -0.10554  -0.61
C  2.20312  -0.68752  0.77272  -0.70
O  -0.36226  -0.25671  -1.22645  -0.60
O  -0.56306  -2.06020  0.56102  -0.72
O  -0.55115  0.22093  1.33870  -0.67
O  -5.13374  0.28695  -0.42312  -0.62
O  -3.66374  0.30992  2.14556  -0.57
P  0.37849  -0.74120  0.49919  2.12
H  -3.17383  -0.25962  -2.31473  0.25
H  3.56676  0.10260  -0.75797  0.26
H  1.96464  0.88820  -0.61011  0.22
H  3.25865  1.29250  0.50791  0.25
H  2.29276  -0.56524  1.79306  0.28
H  2.66023  -1.66363  0.51718  0.31
H  -5.44958  0.20155  -1.32527  0.51
H  -2.99221  0.48144  2.85092  0.51

***

3.
Below is a molecular structure, C8H8O5PdSe4 at a distorted geometry, with properties calculated with the ωB97M-V functional and the def2-TZVPD basis.

Results
LUMO level (alpha / beta)   -1.2563 / -3.4952 eV
ΔE to the lowest compared entry with this formula, charge and spin   98.41 kJ/mol
E_HOMO (alpha / beta)   -8.191 / -8.308 eV
Frontier orbital gap (alpha / beta)   0.255 / 0.177 hartree
Total charge   0
Spin multiplicity   5

Each line ends with the natural charge from an NBO analysis.
CARTESIAN COORDINATES (ANGSTROEM)
Pd  -0.29712  1.51091  1.01222  0.63
O  -2.37172  2.16921  1.79813  -0.54
C  -2.39929  2.20730  0.57757  0.73
O  -2.00855  3.32400  -0.10349  -0.68
C  -3.06060  1.16939  -0.32631  -0.35
C  -2.25377  1.00102  -1.63476  0.08
C  -3.03650  0.15720  -2.64724  -0.43
C  -2.87085  -1.26226  -2.05436  -0.43
C  -2.08864  -0.95590  -0.77055  0.08
O  -1.22566  0.12081  -1.19180  -0.53
C  -3.03145  -0.27601  0.24542  -0.35
C  -2.49924  -0.49246  1.72381  0.80
O  -3.33443  -0.83321  2.54367  -0.64
O  -1.23529  -0.36893  1.89822  -0.81
H  -4.07203  1.52908  -0.52319  0.26
H  -1.82802  1.91540  -2.03479  0.22
H  -4.07484  0.47669  -2.73003  0.21
H  -2.57129  0.23162  -3.62845  0.22
H  -3.81805  -1.75183  -1.83813  0.22
H  -2.28943  -1.90200  -2.71716  0.22
H  -1.50324  -1.77506  -0.36820  0.23
H  -4.02459  -0.71663  0.24144  0.24
Se  1.84922  0.62249  0.13463  -0.21
Se  1.90272  -0.17041  2.28341  0.25
Se  0.69212  1.38614  3.42315  -0.05
Se  -0.44390  4.01372  0.62423  0.62

***

4.
Below is C8H8Se in the gas phase at a distorted geometry, with properties calculated with the ωB97M-V functional and the def2-TZVPD basis.

Results
LUMO level (alpha / beta)   -0.8861 / -0.8854 eV
ΔE to the lowest compared entry with this formula, charge and spin   228.41 kJ/mol
SMILES   [Se]=C1C=CC=CC12CC2
E_HOMO (alpha / beta)   -7.902 / -7.903 eV
Frontier orbital gap (alpha / beta)   0.258 / 0.258 hartree
Total charge   0

Each line ends with the natural charge from an NBO analysis.
CARTESIAN COORDINATES (ANGSTROEM)
Se  3.12530  0.22106  0.02087  -0.02
C  1.33740  -0.19878  -0.23149  -0.07
C  1.02326  -1.60725  -0.55615  -0.28
C  -0.06241  -2.27959  -0.07705  -0.12
C  -1.21526  -1.52066  0.39539  -0.27
C  -0.97521  -0.20747  0.64498  -0.09
C  0.18099  0.58226  0.17053  -0.22
C  0.07772  2.09309  0.51911  -0.39
C  -0.39926  1.66489  -0.86237  -0.32
H  1.70525  -2.31573  -0.86605  0.22
H  -0.15186  -3.30855  -0.09383  0.21
H  -2.03610  -2.14945  0.70423  0.22
H  -1.79019  0.47956  1.05637  0.21
H  -0.40626  2.47619  1.41186  0.24
H  0.94665  2.61657  0.50973  0.23
H  0.07107  1.82811  -1.80074  0.24
H  -1.43106  1.62574  -0.94541  0.21

***

5.
Below is C8H8Si in the gas phase at a distorted geometry, with properties calculated with the ωB97M-V functional and the def2-TZVPD basis.

Results
LUMO level   0.7938 eV
ΔE to the lowest compared entry with this formula, charge and spin   0.00 kJ/mol
SMILES   C#C[SiH2]c1ccccc1
E_HOMO   -9.532 eV
Frontier orbital gap   0.379 hartree
Total charge   0

Each line ends with the natural charge from an NBO analysis.
CARTESIAN COORDINATES (ANGSTROEM)
C  0.49129  -3.48229  -1.05396  -0.17
C  -0.44361  -2.86405  -0.64906  -0.48
Si  -1.47105  -1.53061  0.01461  1.12
C  -0.50267  0.03465  -0.01067  -0.49
C  -0.93017  1.26985  -0.42198  -0.18
C  -0.13491  2.42434  -0.31355  -0.23
C  1.06447  2.31871  0.37142  -0.18
C  1.52337  1.06559  0.81632  -0.22
C  0.72886  -0.06958  0.65271  -0.18
H  1.28230  -3.99056  -1.55140  0.23
H  -1.72114  -2.26412  1.35402  -0.15
H  -2.80858  -0.97723  -0.43746  -0.15
H  -1.82554  1.46265  -1.04207  0.22
H  -0.55091  3.32032  -0.74458  0.22
H  1.69968  3.29788  0.72166  0.22
H  2.38200  1.03531  1.36408  0.21
H  1.21659  -1.05085  0.92991  0.22

***

6.
Below is 2 unconnected molecules or ions with the total composition C8H9BrFI2O2 at a distorted geometry, with properties calculated with the ωB97M-V functional and the def2-TZVPD basis.

Results
LUMO level   -0.9892 eV
E_HOMO   -4.267 eV
Frontier orbital gap   0.120 hartree
Total charge   -1

Each line ends with the natural charge from an NBO analysis.
CARTESIAN COORDINATES (ANGSTROEM)
C  2.21855  -1.63893  1.20460  0.77
C  0.88841  -0.83034  0.91761  -0.32
C  -0.02556  -1.60272  -0.10946  -0.29
C  0.65941  -0.26563  -0.42659  -0.04
C  1.83596  -0.17218  -1.35923  -0.61
C  -0.36001  0.84000  -0.58727  -0.60
C  -1.52023  -1.69883  0.19866  -0.26
C  -2.28324  -2.69205  -0.36845  0.27
O  2.89212  -1.32804  2.17140  -0.75
O  2.52748  -2.44159  0.32172  -0.79
F  -1.83920  -3.35897  -1.37508  -0.32
Br  -4.07477  -3.16746  -0.08004  0.01
I  -5.26098  0.75000  1.74832  0.00
I  -5.13340  1.10119  -1.15792  0.01
H  0.29659  -0.45456  1.86524  0.20
H  0.46663  -2.58865  -0.42499  0.27
H  2.41950  0.73896  -1.12897  0.19
H  1.54138  -0.05098  -2.42093  0.18
H  2.32519  -1.06273  -1.17181  0.27
H  -1.06829  0.85464  0.20243  0.20
H  -0.78502  0.95055  -1.60774  0.20
H  0.27040  1.67126  -0.33552  0.20
H  -1.96715  -1.07284  0.89045  0.20

***

Sequential electronic energy output: -14380.37548 -27939.24585 -283525.35755 -73768.40906 -16300.37323 -101497.78555 eV